1.
Density functional theory data (ωB97M-V/def2-TZVPD) for a cluster of 2 separate species, H4N3P in total.

The geometry in XYZ format:
```
8
Properties=species:S:1:pos:R:3:forces:R:3
N 0.69755 0.58952 -0.14221 1.649 0.316 0.390
N 1.35667 -0.25398 0.39486 -1.840 -2.540 0.194
N 2.17852 0.84283 0.32220 1.559 2.316 -1.712
H 2.69132 0.71119 -0.58244 0.016 0.247 0.953
P -1.64489 -0.01829 0.29806 -1.945 0.690 2.410
H -0.86832 -1.11022 0.28573 1.218 -1.341 -0.014
H -1.65591 0.13144 -1.03200 -0.336 0.030 -1.850
H -2.75495 -0.89248 0.45580 -0.320 0.282 -0.370
```
Forces are in eV/Å.

Computed properties:
- Total charge: 0
- Gap between HOMO and LUMO: 9.6 eV
- ΔE to the lowest compared entry with this formula, charge and spin: 81.3 kcal/mol
- LUMO: 0.0028 Ha
- Largest force on an atom: 3.28 eV Å⁻¹
- Structure (SMILES): N1=NN1.P

Löwdin atomic charge list, values in e, 6 entries:
1. N -0.071
2. N -0.083
3. N -0.010
4. H 0.073
5. P 0.648
6. H -0.198

***

2.
Density functional theory data (ωB97M-V/def2-TZVPD) for an isolated molecule of H4N4.

The geometry in XYZ format:
```
8
Properties=species:S:1:pos:R:3:forces:R:3
N 0.96557 -0.25354 -1.15622 1.118 0.209 -0.985
N 0.73891 0.63619 0.85541 0.555 0.483 0.455
N -1.05024 -0.17524 -0.32295 -4.922 1.452 5.297
N 0.24821 0.06208 -0.17297 2.295 -0.474 -0.200
H 1.91598 0.08140 -0.88562 -0.818 -0.587 -0.289
H 0.11560 0.59126 1.63685 -0.720 0.073 0.301
H -1.51378 0.09404 0.78371 1.396 -1.449 -4.800
H -1.42024 -1.03618 -0.73821 1.096 0.292 0.221
```
Forces are in eV/Å.

Computed properties:
- Total charge: 0
- Gap between HOMO and LUMO: 9.5 eV
- ΔE to the lowest compared entry with this formula, charge and spin: 89.2 kcal/mol
- LUMO: 0.0231 Ha
- Largest force on an atom: 7.38 eV Å⁻¹

Löwdin atomic charge list, values in e, 6 entries:
1. N 0.064
2. N 0.053
3. N 0.066
4. N -0.581
5. H 0.071
6. H 0.010

***

3.
Density functional theory data (ωB97M-V/def2-TZVPD) for a cluster of 2 separate species, H4N4O in total.

The geometry in XYZ format:
```
9
Properties=species:S:1:pos:R:3:forces:R:3
N 0.48204 1.60180 -0.43641 0.336 1.489 0.413
N -0.12282 -0.33980 -1.25437 -1.670 -5.011 -2.627
N -0.26541 -1.13668 1.24511 -2.885 1.788 -2.243
N 0.17797 0.45791 -0.31223 0.570 1.630 2.909
O 0.74488 2.53853 0.30157 0.022 -0.393 -0.131
H -0.49605 -1.12897 -0.72307 0.064 -0.341 -0.946
H -0.23756 -0.28605 -2.27971 0.361 1.181 1.279
H -0.89166 -0.53540 1.81202 0.723 -0.465 -0.125
H 0.60860 -1.17134 1.64708 2.479 0.123 1.471
```
Forces are in eV/Å.

Computed properties:
- Total charge: 0
- Gap between HOMO and LUMO (spin up / spin down): 6.5 / 6.5 eV
- ΔE to the lowest compared entry with this formula, charge and spin: 88.4 kcal/mol
- LUMO (spin up / spin down): -0.0692 / -0.0692 Ha
- Largest force on an atom: 5.90 eV Å⁻¹

Löwdin atomic charge list, values in e, 6 entries:
1. N -0.108
2. N 0.024
3. N 0.060
4. N -0.073
5. O -0.021
6. H 0.062

***

4.
Density functional theory data (ωB97M-V/def2-TZVPD) for a cluster of 2 separate species, H4NO2PS in total.

The geometry in XYZ format:
```
9
Properties=species:S:1:pos:R:3:forces:R:3
N 0.12207 -0.00223 -0.08112 0.656 -1.013 -0.990
O 4.27839 -0.83300 -0.97797 2.484 -0.576 -1.791
O 2.17279 -1.61470 0.06827 0.202 0.123 0.835
P 3.26405 -0.33094 -0.11099 -1.248 0.548 1.713
S 1.15555 -0.88250 -0.97426 -1.230 -0.653 -0.936
H -0.53244 -0.35985 0.54670 -1.104 -0.761 0.770
H 0.25772 0.94832 -0.13127 0.238 2.331 0.400
H -5.48758 1.48963 1.15200 -0.647 -0.242 1.626
H -5.23054 1.58527 0.50864 0.649 0.242 -1.627
```
Forces are in eV/Å.

Computed properties:
- Total charge: 0
- Gap between HOMO and LUMO: 9.8 eV
- ΔE to the lowest compared entry with this formula, charge and spin: 84.8 kcal/mol
- LUMO: 0.0054 Ha
- Largest force on an atom: 3.12 eV Å⁻¹

Löwdin atomic charge list, values in e, 6 entries:
1. N -0.297
2. O -0.448
3. O -0.722
4. P 0.633
5. S 0.792
6. H 0.035

***

5.
Density functional theory data (ωB97M-V/def2-TZVPD) for an isolated molecule of H4NO2PS.

The geometry in XYZ format:
```
9
Properties=species:S:1:pos:R:3:forces:R:3
N -0.80166 -1.10988 0.43898 -0.743 -1.008 -0.592
P 0.32123 -0.04444 0.00923 1.336 1.111 0.975
O -0.34254 1.21153 0.88701 1.384 -0.629 -1.109
O -0.00972 0.35468 -1.50667 -0.386 -0.114 0.162
S 2.23396 -0.49554 0.27820 -1.596 0.744 -0.233
H -1.12095 -0.98056 1.40040 -0.263 -0.696 -0.787
H -1.06262 -1.87338 -0.20569 0.125 0.623 1.312
H 0.10499 2.00224 0.54420 -0.169 0.118 0.577
H 0.67731 0.93535 -1.84566 0.312 -0.150 -0.304
```
Forces are in eV/Å.

Computed properties:
- Total charge: 0
- Gap between HOMO and LUMO: 9.3 eV
- ΔE to the lowest compared entry with this formula, charge and spin: 1.0 kcal/mol
- LUMO: 0.0150 Ha
- Largest force on an atom: 1.99 eV Å⁻¹
- Structure (SMILES): NP(O)(O)=S

Löwdin atomic charge list, values in e, 6 entries:
1. N -0.097
2. P 0.056
3. O -0.225
4. O -0.206
5. S 0.169
6. H 0.082

***

6.
Density functional theory data (ωB97M-V/def2-TZVPD) for the ion H4NO2SSi with charge -1.

The geometry in XYZ format:
```
9
Properties=species:S:1:pos:R:3:forces:R:3
N -0.32623 0.35890 -0.66557 1.824 0.592 0.825
O 1.41324 1.02183 1.16890 0.553 -0.968 0.700
O 2.15658 1.41458 -1.39077 -3.852 -0.090 4.577
Si -0.63472 -0.96106 0.33575 -0.646 -0.195 1.053
S 1.00731 1.53997 -0.12921 2.254 0.948 -5.683
H -1.10570 0.85679 -1.01081 -0.679 0.784 -0.580
H -1.44571 -1.79420 -0.49471 -0.292 -1.237 -0.853
H 0.69268 -1.48120 0.73128 -0.420 -0.299 0.202
H -1.75744 -0.95562 1.45514 1.258 0.464 -0.241
```
Forces are in eV/Å.

Computed properties:
- Total charge: -1
- Gap between HOMO and LUMO: 7.7 eV
- ΔE to the lowest compared entry with this formula, charge and spin: 36.2 kcal/mol
- LUMO: 0.1437 Ha
- Largest force on an atom: 6.19 eV Å⁻¹

Löwdin atomic charge list, values in e, 6 entries:
1. N -0.419
2. O -0.617
3. O -0.691
4. Si 0.393
5. S 0.647
6. H -0.023

***

7.
Density functional theory data (ωB97M-V/def2-TZVPD) for a structure of composition H4NO2SSi.

The geometry in XYZ format:
```
9
Properties=species:S:1:pos:R:3:forces:R:3
N -0.99962 -1.19273 0.09281 -0.366 -0.307 -2.020
O -0.20641 1.16481 0.67071 -0.987 0.086 -0.002
O -2.08913 0.76651 -1.01141 -0.553 0.681 -1.697
Si 1.05350 0.21175 0.32680 2.035 0.584 -2.038
S -1.65481 0.23538 0.25803 -0.247 0.151 2.252
H -1.30953 -1.44236 -0.90858 0.965 0.255 1.713
H 1.40309 -0.82385 1.20291 0.181 -1.436 0.907
H 1.47325 0.06332 -1.13214 -0.736 -0.586 0.343
H 2.32966 1.01715 0.50086 -0.291 0.571 0.543
```
Forces are in eV/Å.

Computed properties:
- Total charge: -1
- Gap between HOMO and LUMO: 8.0 eV
- ΔE to the lowest compared entry with this formula, charge and spin: 20.0 kcal/mol
- LUMO: 0.1456 Ha
- Largest force on an atom: 2.94 eV Å⁻¹

Löwdin atomic charge list, values in e, 6 entries:
1. N -0.428
2. O -0.591
3. O -0.537
4. Si 0.261
5. S 0.582
6. H 0.007

***

8.
Density functional theory data (ωB97M-V/def2-TZVPD) for a cluster of 2 separate species, H4NO2Si in total.

The geometry in XYZ format:
```
8
Properties=species:S:1:pos:R:3:forces:R:3
N 0.25352 -0.39417 1.82637 0.278 -2.031 0.189
O 0.76513 -1.57118 1.78568 -0.520 2.843 0.611
O 0.54439 0.32388 0.11693 0.361 0.725 -1.009
Si -0.37952 0.34141 -1.20530 1.151 -0.530 3.473
H 0.92897 0.39473 2.09019 -0.001 -1.374 -0.353
H -1.14893 -0.84735 -1.29673 -0.729 -1.556 -0.692
H -1.45529 1.25098 -1.01152 -1.050 1.508 -0.535
H 0.49173 0.50170 -2.30562 0.509 0.414 -1.685
```
Forces are in eV/Å.

Computed properties:
- Total charge: -1
- Gap between HOMO and LUMO: 7.2 eV
- ΔE to the lowest compared entry with this formula, charge and spin: 22.6 kcal/mol
- LUMO: 0.1570 Ha
- Largest force on an atom: 3.70 eV Å⁻¹

Löwdin atomic charge list, values in e, 6 entries:
1. N -0.160
2. O -0.287
3. O -0.560
4. Si 0.313
5. H 0.052
6. H -0.118

***

9.
Density functional theory data (ωB97M-V/def2-TZVPD) for an isolated molecule of H4NP3.

The geometry in XYZ format:
```
8
Properties=species:S:1:pos:R:3:forces:R:3
N -1.31501 0.87941 -0.65030 -1.895 -0.475 0.016
P 0.68314 -1.10529 -0.81495 -0.330 0.018 -0.326
P 0.21419 0.98706 -0.68184 2.284 0.425 -0.289
P 0.06228 -1.65001 1.18553 0.223 -0.161 0.336
H 0.86762 1.51987 -1.80117 0.103 0.198 -0.266
H 0.98005 1.61809 0.31952 -0.085 0.042 0.305
H -0.22979 -0.35389 1.63270 -0.019 0.147 0.229
H -1.26247 -1.89525 0.81050 -0.281 -0.194 -0.006
```
Forces are in eV/Å.

Computed properties:
- Total charge: 0
- Gap between HOMO and LUMO (spin up / spin down): 7.4 / 7.5 eV
- ΔE to the lowest compared entry with this formula, charge and spin: 69.7 kcal/mol
- LUMO (spin up / spin down): -0.0719 / -0.0474 Ha
- Largest force on an atom: 2.34 eV Å⁻¹

Löwdin atomic charge list, values in e, 6 entries:
1. N -0.358
2. P 0.321
3. P 0.141
4. P 0.366
5. H -0.069
6. H -0.053

***

10.
Density functional theory data (ωB97M-V/def2-TZVPD) for a cluster of 2 separate species, H4NPS in total.

The geometry in XYZ format:
```
7
Properties=species:S:1:pos:R:3:forces:R:3
N 1.43295 -0.33127 -0.44959 -4.520 -1.528 1.260
P -0.88608 1.15436 0.01946 1.530 -0.631 -1.927
S -2.08953 -0.51471 -0.08961 -0.530 0.014 -0.156
H 2.10021 0.28185 -0.17738 2.743 2.724 1.134
H 1.50271 -0.39064 -1.41932 -0.022 -0.013 -2.262
H -0.02128 0.62910 0.91203 0.609 -0.324 1.781
H -2.03897 -0.82870 1.20442 0.190 -0.242 0.170
```
Forces are in eV/Å.

Computed properties:
- Total charge: 0
- Gap between HOMO and LUMO: 6.8 eV
- ΔE to the lowest compared entry with this formula, charge and spin: 83.9 kcal/mol
- LUMO: -0.0592 Ha
- Largest force on an atom: 4.93 eV Å⁻¹

Löwdin atomic charge list, values in e, 6 entries:
1. N -0.028
2. P 0.451
3. S 0.247
4. H -0.122
5. H -0.099
6. H -0.245

***

The lowest largest force on an atom belongs to which entry?
number 5

***

Number 3 is which compound?
H4N4O

***

What is the total charge in the third record?
0

***

total charge of number 1 (H4N3P)?
0